6
Properties=species:S:1:pos:R:3 method="wB97M-V/def2-TZVPD" total_energy_ha=-5819.365274 e_lumo_ev="-2.2 / -1.7" homo_lumo_gap_ha="0.2103 / 0.2562" e_homo_ha="-0.2909 / -0.3187"
I 2.9905 -1.4305 -0.1822
I -0.7610 -1.2335 0.0407
Br 1.4126 1.3554 0.4606
Br -3.1212 1.0160 -0.4684
C -1.7368 0.5280 0.6472
C 1.2159 -0.2354 -0.4979

***

7
Properties=species:S:1:pos:R:3 method="wB97M-V/def2-TZVPD" total_energy_ha=-5674.693737 e_lumo_ev="-9.1 / -9.1" homo_lumo_gap_ha="0.2351 / 0.2351" e_homo_ha="-0.5711 / -0.5711" charge=+1
Br -0.6819 1.0060 0.4236
Br 3.7577 0.9579 -0.1256
P 2.0411 -0.2897 -0.7251
N -1.6472 3.5360 -0.6974
N 2.5867 -2.2921 1.2679
C 2.3712 -1.5572 0.4630
C -1.1194 2.5876 -0.2964

***

Energy above the lowest of the compared OMol25 structures with the same formula, charge and spin, record by record: 139.1 10.7 kcal per mole
Max |F|, record by record: 0.0202 0.1263 hartree/bohr